i) DFT (ωB97M-V with the def2-TZVPD basis set) results for a structure of composition C4H5N3.

Each line ends with the natural charge from an NBO analysis.
Positions of all 12 atoms, in Å:
C  0.428  -1.278  0.637  -0.442
N  -0.056  0.065  0.440  -0.341
C  -0.847  0.459  -0.465  0.108
C  1.331  2.625  -0.201  0.081
N  1.181  2.141  0.869  -0.800
C  -1.415  -0.430  -1.442  0.180
N  -1.839  -1.108  -2.276  -0.197
H  -0.121  -1.976  0.007  0.217
H  0.327  -1.551  1.690  0.238
H  1.487  -1.279  0.368  0.247
H  0.511  1.001  0.912  0.434
H  -1.019  1.536  -0.543  0.273

Output
Multiplicity ... 1
Orbital gap ... 8.4 eV

---

ii) DFT (ωB97M-V with the def2-TZVPD basis set) results for a cluster of 2 separate species, C4H5N3 in total.

Each line ends with the natural charge from an NBO analysis.
Positions of all 12 atoms, in Å:
N  -2.946  0.161  -0.128  -1.142
C  0.312  1.071  0.189  -0.294
C  1.564  1.280  0.263  0.437
N  2.749  0.861  0.244  -0.444
C  2.590  -0.490  0.045  0.237
N  1.422  -1.085  -0.082  -0.449
C  0.302  -0.342  -0.014  0.067
H  -3.208  -0.080  -1.062  0.378
H  -3.344  -0.337  0.641  0.379
H  -2.290  0.903  0.034  0.392
H  3.500  -1.078  -0.006  0.207
H  -0.651  -0.865  -0.124  0.233

Output
SMILES ... C1=C=NC=NC=1.N
Multiplicity ... 1
Orbital gap ... 9.3 eV

---

Name the most stable of them. i).